# 1
This record from the OMol25 dataset describes a structure of composition C27H29FIrN3O3S2. The level of theory is ωB97M-V with the def2-TZVPD basis set.

Geometry as XYZ:
```
66
Properties=species:S:1:pos:R:3:nbo_charge:R:1
Ir -0.302 -0.561 -0.288 0.61
S 1.397 0.694 0.632 -0.04
C 1.067 1.200 2.280 0.11
N 1.106 2.530 2.530 -0.47
C 0.961 3.090 3.739 0.10
C 0.747 2.280 4.828 -0.25
C 0.732 0.902 4.637 -0.11
C 0.908 0.361 3.375 -0.26
H 1.295 3.153 1.744 0.49
H 1.032 4.173 3.767 0.30
H 0.619 2.719 5.805 0.24
H 0.601 0.243 5.485 0.23
H 0.935 -0.705 3.215 0.24
F -4.401 -4.402 -2.426 -0.31
C -3.677 -3.693 -1.547 0.42
C -2.414 -4.136 -1.211 -0.28
C -1.674 -3.398 -0.302 -0.15
C -2.185 -2.224 0.273 -0.16
C -1.366 -1.418 1.221 -0.48
C -3.477 -1.821 -0.103 -0.11
C -4.230 -2.545 -1.006 -0.31
H -2.025 -5.041 -1.657 0.24
H -0.678 -3.727 -0.035 0.24
H -0.749 -2.012 1.894 0.21
H -1.957 -0.712 1.808 0.20
H -3.916 -0.943 0.355 0.19
H -5.232 -2.251 -1.286 0.24
C 2.771 -1.293 -4.290 -0.41
N 1.619 -0.745 -3.600 -0.44
C 1.989 0.339 -2.717 -0.41
C 0.788 -1.745 -2.943 -0.22
C 1.380 -2.443 -1.728 -0.13
C 2.244 -3.518 -1.924 -0.20
C 2.847 -4.162 -0.855 -0.24
C 2.583 -3.723 0.434 -0.22
C 1.718 -2.658 0.638 -0.20
C 1.089 -2.005 -0.423 -0.18
H 3.202 -0.525 -4.933 0.20
H 2.461 -2.128 -4.920 0.20
H 3.559 -1.647 -3.608 0.17
H 2.434 1.152 -3.292 0.21
H 2.697 0.045 -1.928 0.18
H 1.087 0.744 -2.235 0.18
H 0.500 -2.489 -3.689 0.21
H -0.144 -1.223 -2.659 0.17
H 2.431 -3.867 -2.933 0.21
H 3.515 -4.996 -1.025 0.21
H 3.050 -4.212 1.280 0.21
H 1.522 -2.332 1.652 0.19
N -2.069 0.991 -0.735 -0.85
C -1.689 2.306 -0.293 0.22
C -0.767 3.085 -0.976 -0.28
C -0.272 4.226 -0.367 -0.17
C -0.710 4.601 0.897 -0.35
C -1.725 3.886 1.514 -0.18
C -2.202 2.729 0.927 -0.30
S 0.136 5.896 1.815 2.42
O 0.147 7.059 0.964 -0.97
O 1.439 5.258 2.021 -1.06
O -0.628 6.011 3.049 -1.02
H -2.269 0.919 -1.727 0.40
H -2.922 0.768 -0.238 0.39
H -0.392 2.770 -1.942 0.22
H 0.502 4.810 -0.847 0.24
H -2.081 4.228 2.476 0.25
H -2.958 2.133 1.429 0.20
```

For the HOMO-LUMO gap, the calculation gives 7.1216 eV. The value obtained for the relative energy (zero: lowest compared OMol25 entry of this formula, charge and spin) is 0.0 kcal/mol. For the HOMO energy, the calculation gives -8.4 eV.


# 2
This record from the OMol25 dataset describes a structure of composition C27H29MoN3O8S2. The level of theory is ωB97M-V with the def2-TZVPD basis set.

Geometry as XYZ:
```
70
Properties=species:S:1:pos:R:3:nbo_charge:R:1
Mo -0.316 -0.104 -0.008 1.71
C -3.036 -1.498 0.291 -0.44
N -2.244 -1.048 -0.892 -0.43
C -2.056 -2.263 -1.734 -0.23
C -1.011 -2.225 -2.843 -0.42
C 0.448 -2.114 -2.420 -0.24
N 0.786 -0.819 -1.804 -0.47
C 1.784 -0.192 -2.316 0.22
C 2.354 1.061 -1.907 -0.29
C 3.265 1.683 -2.780 -0.13
C 3.874 2.868 -2.448 -0.28
C 3.599 3.439 -1.198 -0.15
C 2.737 2.839 -0.312 -0.29
C 2.088 1.634 -0.646 0.48
O 1.298 1.083 0.232 -0.67
C -3.102 -0.034 -1.562 -0.23
C -2.641 0.580 -2.882 -0.42
C -1.219 1.159 -2.891 -0.23
N -0.806 1.492 -1.532 -0.46
C -0.839 2.733 -1.201 0.22
C -0.788 3.227 0.149 -0.26
C -0.453 4.557 0.430 -0.14
C -0.493 5.018 1.726 -0.26
C -0.907 4.155 2.748 -0.15
C -1.280 2.853 2.489 -0.27
C -1.217 2.370 1.179 0.47
O -1.600 1.136 0.880 -0.72
H -3.989 -1.909 -0.059 0.18
H -3.217 -0.654 0.950 0.24
H -2.489 -2.259 0.837 0.27
H -3.031 -2.499 -2.177 0.19
H -1.811 -3.078 -1.056 0.25
H -1.240 -1.474 -3.597 0.20
H -1.103 -3.187 -3.355 0.24
H 1.073 -2.244 -3.308 0.19
H 0.704 -2.907 -1.721 0.26
H 2.264 -0.648 -3.185 0.18
H 3.479 1.209 -3.732 0.21
H 4.564 3.343 -3.131 0.22
H 4.081 4.368 -0.919 0.22
H 2.529 3.265 0.661 0.23
H -3.242 0.758 -0.828 0.23
H -4.081 -0.495 -1.735 0.20
H -3.353 1.385 -3.079 0.22
H -2.753 -0.126 -3.706 0.21
H -1.184 2.054 -3.518 0.20
H -0.517 0.445 -3.308 0.21
H -0.976 3.470 -1.997 0.18
H -0.147 5.209 -0.381 0.21
H -0.215 6.038 1.955 0.22
H -0.932 4.516 3.768 0.22
H -1.581 2.175 3.276 0.25
O -0.311 -0.090 4.355 -0.96
S -0.378 -0.929 3.191 2.43
O -1.642 -1.536 2.877 -0.96
O 0.211 -0.194 2.010 -0.94
C 0.809 -2.240 3.436 -0.23
C 1.499 -2.232 4.638 -0.20
C 2.455 -3.199 4.911 -0.20
C 2.735 -4.175 3.972 -0.20
C 2.056 -4.186 2.763 -0.17
C 1.088 -3.229 2.489 -0.36
S 0.244 -3.464 0.934 2.45
O -1.016 -4.099 1.197 -0.95
O 1.165 -4.178 0.085 -0.97
O 0.014 -2.097 0.344 -0.99
H 1.275 -1.451 5.351 0.25
H 2.982 -3.180 5.856 0.22
H 3.485 -4.930 4.171 0.22
H 2.271 -4.935 2.015 0.25
```

For the HOMO-LUMO gap (spin up / spin down), the calculation gives 7.3404 / 8.0500 eV. The multiplicity is 3. The value obtained for the relative energy (zero: lowest compared OMol25 entry of this formula, charge and spin) is 0.0 kcal/mol. For the HOMO energy (spin up / spin down), the calculation gives -7.9 / -8.6 eV.


# 3
This record from the OMol25 dataset describes an isolated molecule of C27H29N5O. The level of theory is ωB97M-V with the def2-TZVPD basis set.

Geometry as XYZ:
```
62
Properties=species:S:1:pos:R:3:nbo_charge:R:1
C 3.140 2.938 0.967 -0.64
C 4.007 2.020 0.167 -0.05
C 5.174 2.479 -0.428 -0.16
C 5.968 1.609 -1.158 -0.26
C 5.551 0.294 -1.264 0.03
N 4.443 -0.160 -0.706 -0.43
C 3.682 0.665 -0.007 0.22
C 2.435 0.106 0.630 -0.24
N 2.295 -1.320 0.448 -0.44
C 1.894 -1.675 -0.902 -0.26
C 1.953 -3.195 -1.057 -0.22
N 1.161 -3.924 -0.085 -0.43
C -0.225 -4.187 -0.406 -0.28
C -1.152 -3.036 -0.203 0.52
N -1.368 -2.024 -0.988 -0.51
C -2.212 -1.234 -0.263 0.35
C -2.629 0.092 -0.785 -0.34
C -1.851 1.184 -0.071 -0.01
C -1.217 2.177 -0.805 -0.16
C -0.547 3.203 -0.162 -0.23
C -0.496 3.241 1.221 -0.22
C -1.114 2.244 1.957 -0.20
C -1.791 1.223 1.316 -0.21
C -4.106 0.397 -0.660 0.09
C -4.709 1.171 -1.644 -0.24
C -6.046 1.512 -1.550 -0.19
C -6.797 1.083 -0.469 -0.22
C -6.202 0.313 0.514 -0.20
C -4.862 -0.026 0.424 -0.24
N -2.501 -1.746 0.901 -0.18
O -1.824 -2.930 0.949 -0.28
C 1.434 -3.447 1.255 -0.23
C 1.389 -1.921 1.405 -0.23
H 2.124 2.944 0.573 0.23
H 3.533 3.951 0.947 0.22
H 3.086 2.606 2.003 0.22
H 5.461 3.516 -0.316 0.21
H 6.879 1.945 -1.627 0.22
H 6.123 -0.437 -1.821 0.19
H 1.555 0.662 0.245 0.19
H 2.489 0.307 1.706 0.21
H 2.602 -1.221 -1.594 0.23
H 0.880 -1.305 -1.134 0.18
H 1.637 -3.482 -2.061 0.20
H 2.991 -3.507 -0.908 0.20
H -0.568 -5.006 0.235 0.22
H -0.279 -4.499 -1.451 0.23
H -2.351 0.102 -1.844 0.25
H -1.249 2.152 -1.885 0.20
H -0.064 3.975 -0.745 0.21
H 0.023 4.044 1.724 0.21
H -1.072 2.264 3.036 0.21
H -2.275 0.446 1.889 0.23
H -4.129 1.508 -2.491 0.21
H -6.503 2.112 -2.324 0.21
H -7.842 1.346 -0.396 0.21
H -6.782 -0.027 1.360 0.21
H -4.404 -0.634 1.187 0.24
H 0.733 -3.912 1.952 0.20
H 2.449 -3.774 1.504 0.20
H 1.715 -1.661 2.416 0.20
H 0.358 -1.540 1.282 0.16
```

For the HOMO-LUMO gap, the calculation gives 8.8732 eV. The value obtained for the relative energy (zero: lowest compared OMol25 entry of this formula, charge and spin) is 69.0 kcal/mol. For the HOMO energy, the calculation gives -8.1 eV.